Entry 1:
14
Properties=species:S:1:pos:R:3:forces:R:3 method="wB97M-V/def2-TZVPD" gap_ev=9.190 total_energy_ha=-647.63126 homo_energy_ev=-8.364 e_above_lowest_ev=0.701
S 0.684 -2.020 2.423 0.26 -0.54 0.28
C -0.435 -1.278 1.520 -0.35 1.50 -0.65
N -0.156 -0.423 0.502 0.24 -0.66 0.97
C 1.181 -0.140 0.005 1.38 -0.04 -0.53
C 0.923 0.786 -1.161 -0.47 -0.08 0.46
C -0.376 1.049 -1.255 0.46 0.00 -0.62
C -1.156 0.346 -0.181 -1.35 0.79 -0.84
H -1.522 -1.302 1.745 0.62 -0.21 -0.20
H 1.744 -1.039 -0.341 -0.65 0.25 0.41
H 1.859 0.332 0.745 -0.54 -0.21 0.00
H 1.707 1.188 -1.797 -0.15 -0.15 0.17
H -0.797 1.688 -2.030 -0.16 -0.18 0.37
H -1.708 1.121 0.398 0.54 -0.50 0.32
H -1.948 -0.307 -0.573 0.17 0.04 -0.13



Entry 2:
17
Properties=species:S:1:pos:R:3:forces:R:3 method="wB97M-V/def2-TZVPD" gap_ev=10.648 total_energy_ha=-711.41831 homo_energy_ev=-9.809 e_above_lowest_ev=1.011
H -0.765 1.856 -2.029 -0.44 0.63 1.54
N -1.073 2.024 -1.021 0.54 -0.35 -1.56
C -0.690 1.033 -0.340 -1.68 -0.95 -1.09
C -1.154 0.888 1.076 -1.13 3.59 -0.16
C 0.210 -0.138 -0.868 0.46 2.78 0.02
C -0.211 -1.529 -0.515 0.36 1.12 0.45
C 1.575 0.357 -0.253 -2.12 0.66 0.46
Cl 0.237 0.013 -2.703 0.39 -0.46 0.42
H -0.397 0.453 1.582 2.20 -1.96 2.12
H -2.099 0.380 1.241 0.00 -0.09 -0.31
H -1.200 1.939 1.554 -0.33 -1.52 -0.92
H -0.524 -1.469 0.524 0.19 -0.46 0.29
H -1.129 -1.637 -1.088 0.28 -1.27 -0.25
H 0.704 -2.154 -0.618 -1.31 -0.28 -0.30
H 2.047 -0.505 0.171 0.76 -0.14 0.44
H 1.271 1.165 0.518 1.22 -1.49 -0.98
H 2.126 0.830 -1.039 0.61 0.18 -0.18



Entry 3:
16
Properties=species:S:1:pos:R:3:forces:R:3 method="wB97M-V/def2-TZVPD" gap_ev=9.634 total_energy_ha=-321.90655 homo_energy_ev=-8.957 e_above_lowest_ev=5.002
C -0.132 1.685 -0.949 3.24 3.79 -0.04
C -0.324 0.270 -1.241 -1.63 -0.87 -1.37
C 1.321 -0.807 0.287 2.43 -3.59 3.71
C -1.017 -0.451 0.911 -1.39 0.11 -3.24
H -0.304 1.893 0.274 0.28 -0.03 -3.71
H 1.161 1.901 -1.242 -4.01 0.07 1.19
H -0.860 2.274 -1.769 2.26 -0.90 2.64
H 0.162 0.031 -2.271 -0.96 -0.25 2.03
H -1.498 0.361 -1.338 2.14 -1.87 -0.33
H 2.105 -0.730 -0.510 -0.88 0.19 0.67
H 1.189 -1.542 2.411 1.26 0.79 -4.05
H -1.782 0.226 0.242 1.07 -1.21 3.35
H -0.585 -1.959 1.923 -0.48 1.14 0.47
N 0.044 -0.591 -0.074 -2.22 1.44 -0.55
N 1.771 -1.411 1.417 -1.49 1.79 -0.20
N -1.252 -1.151 1.928 0.39 -0.60 -0.57